ORCA calculation (ωB97M-V/def2-TZVPD) on a 3-piece molecular cluster, C25H52N5O10P2 overall at a distorted geometry.

The geometry in ORCA input format:
```
! wB97M-V def2-TZVPD RIJCOSX def2/J DEFGRID3
* xyz 1 1
C 1.2930 0.0429 -1.8174
C 0.0100 -0.1584 -2.4095
N -1.4136 0.1666 -2.9087
C -1.5200 0.6858 -4.3229
O -0.3099 0.4091 -5.1179
C -0.1019 1.4028 -6.1824
C -1.4525 1.8388 -7.0031
C -2.4356 -0.0299 -2.0170
N -2.1025 -0.5232 -0.6103
C -3.5064 -0.5420 0.0054
N -4.5110 -0.1009 -1.0501
C -5.9712 -0.0335 -0.6276
O -6.7134 1.1104 -1.2110
C -6.0177 2.3861 -0.9820
C -6.9068 3.7058 -1.4954
N -3.9047 0.1950 -2.2808
N -4.6208 0.5913 -3.3964
C -5.0420 -0.4747 -4.1560
C -6.0512 -0.1561 -5.4510
C -4.6133 -2.0473 -3.9521
H 2.4120 0.2908 -1.4926
H -1.7720 1.8491 -4.2316
H -2.4068 0.1003 -4.8667
H 0.6218 0.8872 -6.9783
H 0.5189 2.3301 -5.7589
H -2.2627 1.0016 -7.1133
H -1.2011 2.3499 -8.0521
H -1.9646 2.7054 -6.3612
H -3.8408 -0.8248 1.1004
H -5.9650 0.1401 0.5430
H -6.5389 -1.0454 -0.8265
H -5.8187 2.5725 0.1798
H -4.9778 2.4886 -1.5086
H -7.3998 4.1995 -0.5557
H -6.2181 4.5089 -2.0351
H -7.6584 3.2914 -2.2910
H -6.9795 0.4956 -5.1503
H -5.4556 0.2728 -6.3721
H -6.4929 -1.2042 -5.8134
H -5.5834 -2.6882 -4.2221
H -3.7615 -2.4031 -4.7093
H -4.3284 -2.3458 -2.8572
O 0.5981 -6.1342 2.1034
P 1.6934 -5.0486 2.2426
O 1.8617 -4.8311 0.5980
C 0.7237 -4.7327 -0.2463
C 0.2397 -3.3010 -0.3675
O 2.9593 -6.1108 2.4344
C 2.7417 -7.4221 2.9285
C 2.5652 -8.3999 1.7794
O 2.9171 -3.8357 2.3982
C 2.6989 -2.5053 1.9774
C 1.6463 -1.8098 2.8105
H -0.0950 -5.3782 0.0804
H 1.0270 -5.0923 -1.2352
H -0.0467 -2.9029 0.6094
H -0.6290 -3.2399 -1.0337
H 1.0245 -2.6577 -0.7721
H 1.8924 -7.4470 3.6190
H 3.6255 -7.7065 3.5081
H 1.7875 -8.0773 1.0801
H 2.3062 -9.3944 2.1532
H 3.4906 -8.4749 1.1986
H 2.4625 -2.4735 0.9144
H 3.6486 -1.9724 2.0921
H 0.7072 -2.3648 2.8158
H 1.4593 -0.8010 2.4230
H 1.9767 -1.7240 3.8504
O 2.9981 2.3364 4.2740
P 4.0934 3.4220 4.4132
O 4.2617 3.6395 2.7686
C 3.1237 3.7379 1.9243
C 2.6397 5.1695 1.8031
O 5.3593 2.3597 4.6050
C 5.1417 1.0485 5.0991
C 4.9652 0.0706 3.9500
O 5.3171 4.6349 4.5688
C 5.0989 5.9653 4.1480
C 4.0463 6.6608 4.9811
H 2.3050 3.0924 2.2510
H 3.4270 3.3783 0.9354
H 2.3533 5.5677 2.7800
H 1.7710 5.2307 1.1369
H 3.4245 5.8129 1.3985
H 4.2924 1.0236 5.7895
H 6.0255 0.7641 5.6786
H 4.1875 0.3933 3.2507
H 4.7062 -0.9238 4.3238
H 5.8906 -0.0043 3.3691
H 4.8625 5.9971 3.0850
H 6.0486 6.4982 4.2627
H 3.1072 6.1058 4.9864
H 3.8593 7.6695 4.5936
H 4.3767 6.7465 6.0210
*
```

Properties
Lowest unoccupied orbital energy: -3.5730 eV
HOMO level: -11.43 eV
Electronic energy: -2691.7927 Eh